Here is C3H6N2S2 in the gas phase in a non-equilibrium geometry from the Open Molecules 2025 dataset. Energies are from ωB97M-V with the def2-TZVPD basis set.

Calculated values
Molar mass = 134.2 g mol⁻¹
2S+1 = 1
E_HOMO = -8.8 eV
ΔE to the lowest compared entry with this formula, charge and spin = 57.2 kcal per mole
SMILES string = [H]/N=C(/N)C(=S)SC
Frontier orbital gap = 7.90 eV
DFT total energy = -1023.711715 Ha

Cartesian coordinates (Å):
H 3.169231 -1.046693 -0.302563
S 0.543196 1.993288 -0.160070
H -1.654287 -1.643785 -1.097489
H -1.708650 1.818045 0.820773
H -2.998527 -1.368089 -0.273989
H 2.419594 0.776634 -0.770318
N -2.332149 0.966411 0.626861
S 0.850482 -0.980908 0.304806
N -1.973151 -0.995636 -0.425371
C -0.120340 0.400769 0.028119
C 2.464218 -0.178310 -0.000350
C -1.523794 0.186850 0.033924
H 2.864172 0.071429 1.215671

Forces on atoms 1 to 3 (eV/Å):
H -1.1 1.5 0.2
S -1.6 -2.2 0.2
H 1.7 0.2 -0.7